The following is a quantum chemistry calculation of a molecular structure, C57H46Cl2CrN3O6P2Sb in a non-equilibrium geometry, from the OMol25 dataset.

Each line ends with the Mulliken charge.
Cartesian coordinates (Å):
Cr1 0.063 -0.967 -0.810  1.606
N1 -1.657 -1.847 2.312  -0.298
P1 -0.444 -0.730 2.803  0.787
C1 -1.457 0.238 4.085  0.250
C2 -2.329 1.169 3.513  0.260
C3 -3.139 1.972 4.272  -0.547
C4 -3.022 2.044 5.644  -0.826
C5 -2.185 1.118 6.219  -0.373
C6 -1.335 0.254 5.464  -0.701
C7 0.582 -1.758 3.977  0.393
C8 1.870 -1.301 4.144  -0.306
C9 2.673 -1.829 5.159  -0.823
C10 2.215 -2.909 5.903  -0.301
C11 0.919 -3.378 5.742  -0.848
C12 0.118 -2.756 4.778  0.018
P2 -1.713 -2.417 0.662  0.815
C13 -1.595 -4.190 0.728  0.873
C14 -0.507 -4.816 0.122  -0.389
C15 -0.323 -6.188 0.137  -0.826
C16 -1.222 -6.994 0.781  -0.557
C17 -2.292 -6.377 1.445  -0.807
C18 -2.492 -4.984 1.389  -0.452
C19 -3.488 -2.068 0.325  0.249
C20 -4.240 -2.803 -0.558  -0.649
C21 -5.588 -2.486 -0.718  -0.547
C22 -6.207 -1.484 0.004  -0.677
C23 -5.432 -0.753 0.896  -0.449
C24 -4.096 -1.038 1.059  -0.258
H1 -2.269 -2.303 2.988  0.366
H2 -2.351 1.190 2.434  -0.176
H3 -3.892 2.584 3.738  0.347
H4 -3.680 2.596 6.286  0.360
H5 -2.119 0.991 7.323  0.306
H6 -0.639 -0.424 5.900  0.456
H7 2.226 -0.453 3.595  0.330
H8 3.626 -1.391 5.288  0.456
H9 2.906 -3.356 6.669  0.272
H10 0.605 -4.199 6.361  0.429
H11 -0.872 -3.199 4.719  0.221
H12 0.242 -4.295 -0.463  0.093
H13 0.600 -6.577 -0.178  0.486
H14 -1.076 -8.034 0.753  0.463
H15 -3.003 -6.997 1.926  0.423
H16 -3.283 -4.430 1.943  0.284
H17 -3.725 -3.584 -1.097  0.497
H18 -6.177 -2.963 -1.518  0.311
H19 -7.279 -1.322 -0.095  0.368
H20 -5.836 -0.002 1.527  0.470
H21 -3.447 -0.455 1.770  0.112
N2 1.497 -0.520 0.048  -0.318
C25 2.840 -0.282 -0.167  -0.707
C26 3.596 -0.825 -1.215  -0.095
C27 4.953 -0.619 -1.335  -0.498
C28 5.655 0.300 -0.575  -0.621
C29 4.969 0.857 0.479  -0.638
C30 3.614 0.581 0.683  0.016
H22 3.167 -1.478 -1.954  0.415
H23 5.462 -1.139 -2.179  0.298
H24 6.691 0.519 -0.742  0.422
H25 5.444 1.588 1.164  0.315
H26 3.077 1.098 1.445  0.596
C31 4.431 7.582 0.014  -0.533
C32 3.070 7.739 -0.220  -0.404
C33 2.102 6.723 -0.105  0.014
C34 2.525 5.413 0.255  -0.250
C35 3.907 5.230 0.423  -0.460
C36 4.832 6.268 0.292  -0.384
Sb1 1.197 3.743 0.163  0.825
C37 1.783 3.416 -1.903  0.190
C38 2.692 4.282 -2.588  0.056
C39 3.080 3.997 -3.920  -0.876
C40 2.566 2.866 -4.567  -0.699
C41 1.691 1.995 -3.897  -1.094
C42 1.345 2.288 -2.598  0.299
C43 -0.572 4.839 -0.249  0.501
C44 -0.865 5.368 -1.504  -0.142
C45 -2.100 5.990 -1.654  -0.695
C46 -3.049 5.983 -0.602  -0.534
C47 -2.729 5.431 0.612  -0.489
C48 -1.505 4.847 0.805  -0.915
H27 5.165 8.409 -0.146  0.320
H28 2.747 8.744 -0.636  0.231
H29 1.046 6.962 -0.347  0.259
H30 4.177 4.205 0.635  0.414
H31 5.854 5.985 0.483  0.384
H32 3.115 5.159 -2.160  0.273
H33 3.771 4.633 -4.433  0.437
H34 2.886 2.592 -5.544  0.401
H35 1.257 1.116 -4.290  0.639
H36 0.737 1.526 -2.095  0.186
H37 -0.145 5.361 -2.282  0.538
H38 -2.348 6.509 -2.570  0.355
H39 -4.084 6.322 -0.754  0.318
H40 -3.404 5.470 1.433  0.425
H41 -1.216 4.385 1.742  0.277
Cl1 -4.485 1.601 -1.771  -0.238
C49 -2.813 2.289 -1.698  1.575
Cl2 -2.277 2.624 -3.309  -0.165
C50 -1.931 1.369 -0.847  -0.117
O1 -1.696 1.732 0.273  -0.608
O2 -1.469 0.368 -1.512  -0.449
H42 -2.886 3.223 -1.148  -0.799
O3 -1.390 -3.078 -2.194  -0.454
C51 -0.241 -2.995 -2.693  0.001
O4 0.571 -2.026 -2.403  -0.767
C52 0.184 -4.058 -3.644  0.647
C53 -0.775 -4.791 -4.335  -0.386
C54 -0.464 -5.777 -5.235  -0.484
C55 0.904 -6.117 -5.431  -0.205
C56 1.889 -5.240 -4.884  -0.725
C57 1.542 -4.237 -3.964  -0.322
N3 1.248 -7.190 -6.256  0.859
O5 0.354 -7.910 -6.764  -0.793
O6 2.467 -7.454 -6.437  -0.791
H43 -1.815 -4.510 -4.127  0.358
H44 -1.243 -6.342 -5.755  0.386
H45 2.916 -5.472 -5.106  0.432
H46 2.255 -3.571 -3.554  0.506

Cartesian forces (eV/Å) of the 2 atoms listed first:
-0.6886 0.4410 0.0806
0.1920 -0.5286 -0.5782

Properties
Net charge ... -2
Max |F| ... 3.5 eV Å⁻¹
HOMO energy (spin up / spin down) ... -0.182 / -3.455 eV
Kohn-Sham gap (spin up / spin down) ... 3.74 / 7.01 eV
Multiplicity ... 5

The following is a quantum chemistry calculation of a molecular structure, C57H46ClF2GeN2O5P3Pm in a non-equilibrium geometry, from the OMol25 dataset.

Each line ends with the Mulliken charge.
Cartesian coordinates (Å):
Pm1 -3.218 -1.891 2.170  1.403
F1 2.645 2.621 -1.964  -0.606
Ge1 1.468 1.172 -1.545  0.432
C1 2.913 0.016 -0.687  1.280
C2 4.172 0.339 -1.254  -0.707
C3 5.042 -0.671 -1.684  -0.726
C4 4.724 -1.982 -1.430  -1.030
C5 3.630 -2.306 -0.628  -0.649
C6 2.745 -1.304 -0.194  -0.122
P1 1.694 -1.750 1.199  1.305
C7 2.968 -2.360 2.399  0.464
C8 3.431 -3.671 2.427  -0.020
C9 4.462 -4.069 3.338  -0.789
C10 5.095 -3.119 4.130  -0.734
C11 4.545 -1.832 4.146  -0.313
C12 3.588 -1.425 3.258  -0.352
C13 0.909 -3.277 0.728  0.327
C14 0.635 -4.297 1.674  -0.882
C15 0.469 -5.610 1.341  -0.592
C16 0.507 -5.912 -0.052  -0.666
C17 0.484 -4.917 -1.017  -0.568
C18 0.672 -3.590 -0.595  -0.450
C19 0.140 2.450 -0.842  1.092
C20 -0.554 3.107 -1.850  -0.756
C21 -1.215 4.293 -1.520  -0.778
C22 -1.173 4.887 -0.264  -1.242
C23 -0.484 4.220 0.731  -0.449
C24 0.072 2.922 0.520  -0.666
P2 0.769 2.037 1.935  1.893
C25 -0.120 2.743 3.348  0.442
C26 0.502 3.313 4.483  -0.519
C27 -0.208 3.815 5.547  -0.566
C28 -1.613 3.770 5.510  -0.643
C29 -2.262 3.106 4.469  -0.281
C30 -1.539 2.519 3.416  -0.261
C31 2.468 2.710 2.135  0.944
C32 3.067 3.637 1.258  -0.581
C33 4.336 4.087 1.490  -0.627
C34 5.029 3.720 2.641  -0.735
C35 4.449 2.790 3.506  -1.008
C36 3.163 2.225 3.223  -1.280
C37 1.309 0.523 -3.430  -0.162
C38 2.349 0.948 -4.165  0.554
C39 2.306 0.836 -5.581  -1.109
C40 1.101 0.507 -6.129  -0.890
C41 -0.002 0.122 -5.410  -0.096
C42 0.118 -0.098 -4.030  0.348
P3 -1.283 -0.853 -3.159  0.935
C43 -2.058 -1.963 -4.348  0.454
C44 -3.473 -1.944 -4.500  -0.575
C45 -3.996 -2.640 -5.630  -0.422
C46 -3.217 -3.377 -6.485  -0.623
C47 -1.818 -3.386 -6.283  -0.436
C48 -1.267 -2.712 -5.218  -0.731
C49 -2.487 0.482 -3.238  0.186
C50 -2.762 1.268 -4.371  0.064
C51 -3.514 2.414 -4.370  -0.843
C52 -4.101 2.770 -3.149  -0.612
C53 -4.025 1.926 -2.004  -0.466
C54 -3.240 0.772 -2.070  0.085
H1 4.472 1.413 -1.335  0.353
H2 5.957 -0.364 -2.137  0.459
H3 5.381 -2.777 -1.828  0.349
H4 3.407 -3.355 -0.516  0.291
H5 3.104 -4.420 1.673  0.133
H6 4.542 -5.137 3.478  0.372
H7 6.005 -3.354 4.656  0.383
H8 4.952 -1.074 4.820  0.380
H9 3.139 -0.462 3.365  0.238
H10 0.512 -3.938 2.726  0.260
H11 0.245 -6.356 2.117  0.436
H12 0.547 -6.977 -0.345  0.295
H13 0.320 -5.119 -2.075  0.486
H14 0.678 -2.796 -1.357  0.411
H15 -0.616 2.653 -2.847  0.395
H16 -1.832 4.740 -2.244  0.481
H17 -1.647 5.813 -0.080  0.510
H18 -0.568 4.553 1.782  0.419
H19 1.608 3.288 4.642  0.245
H20 0.377 4.178 6.374  0.420
H21 -2.205 4.248 6.271  0.341
H22 -3.376 3.070 4.410  0.262
H23 -2.064 1.961 2.619  0.317
H24 2.628 3.780 0.226  0.100
H25 4.830 4.700 0.794  0.521
H26 5.996 4.145 2.820  0.405
H27 4.978 2.362 4.390  0.334
H28 2.753 1.602 3.972  1.323
H29 3.194 1.568 -3.792  0.339
H30 3.123 1.181 -6.166  0.431
H31 0.981 0.529 -7.182  0.441
H32 -0.946 -0.076 -5.976  0.291
H33 -4.159 -1.436 -3.792  0.413
H34 -5.062 -2.678 -5.958  0.276
H35 -3.543 -3.827 -7.451  0.305
H36 -1.141 -3.877 -6.962  0.411
H37 -0.201 -2.546 -5.203  0.487
H38 -2.321 0.994 -5.344  0.026
H39 -3.748 2.909 -5.339  0.358
H40 -4.605 3.732 -3.075  0.344
H41 -4.473 2.236 -1.038  0.434
H42 -3.044 0.253 -1.138  0.095
O1 -1.494 0.009 5.761  -0.692
C55 -1.755 -0.488 4.695  0.550
O2 -2.875 -0.761 4.106  -0.607
C56 -0.521 -1.224 3.680  0.592
O3 0.661 -0.930 3.907  -0.526
O4 -1.065 -1.957 2.821  -0.294
F2 -2.744 -0.422 0.695  -0.779
N1 -6.566 0.315 3.782  -0.378
C57 -6.237 -0.689 2.948  0.692
N2 -7.053 -1.076 1.895  -0.441
O5 -5.141 -1.341 3.127  -0.564
H43 -7.399 0.842 3.596  0.171
H44 -5.993 0.632 4.553  0.266
H45 -7.785 -0.441 1.609  0.207
H46 -6.599 -1.705 1.217  0.231
Cl1 -3.958 -4.212 1.721  -0.642

Cartesian forces (eV/Å) of the 2 atoms listed first:
2.7458 1.6244 0.1853
-1.0974 -1.2254 0.3948

Properties
Net charge ... -1
Max |F| ... 4.9 eV Å⁻¹
HOMO energy (spin up / spin down) ... -4.259 / -4.265 eV
Kohn-Sham gap (spin up / spin down) ... 5.85 / 5.85 eV
Multiplicity ... 5

Energy relative to the best compared isomer or geometry (same formula, charge and spin) list, top to bottom, in kJ/mol: 0.0 12.5
Calculated total energy list, top to bottom, in eV: -155191.757 -191973.207